6
Properties=species:S:1:pos:R:3:forces:R:3 method="wB97M-V/def2-TZVPD" s_squared=2.01 lumo_ev="1.1418 / -1.2428" de_lowest_ev=0.538 spin_multiplicity=3 molar_mass_da=62.499 orbital_gap_ev="8.090 / 9.414" homo_ev="-6.95 / -10.66"
C -0.87396 -0.49948 -0.05942 4.475 2.255 -0.341
C 0.57032 0.40584 -0.06434 -3.455 -1.421 -0.186
Cl 2.07915 -0.19177 -0.05945 1.620 -0.988 0.001
H -1.48511 0.36355 0.07466 -1.757 -0.737 0.321
H -0.76566 -1.54121 0.21135 -0.740 0.272 0.185
H 0.47526 1.46307 -0.10280 -0.142 0.620 0.020


9
Properties=species:S:1:pos:R:3:forces:R:3 method="wB97M-V/def2-TZVPD" lumo_ev=0.5554 de_lowest_ev=1.081 molar_mass_da=132.949 orbital_gap_ev=10.008 homo_ev=-9.45
O 0.86650 0.07285 -0.41930 0.382 0.163 0.441
C -0.16366 -0.71024 -0.75455 1.870 0.974 -2.537
Cl -0.47680 -0.89254 -2.47516 0.175 0.158 0.274
C -0.97126 -1.32443 0.04366 0.875 1.064 2.288
F -0.83770 -1.15148 1.37928 -0.161 -0.369 -0.107
H 1.50431 0.29406 -1.12038 -0.674 -0.455 0.087
H -1.87373 -1.58902 -0.33990 -2.480 -1.514 -0.416
Cl 1.36808 3.06537 1.61589 1.196 1.290 -0.683
H 0.58427 2.23543 2.07048 -1.184 -1.312 0.653


9
Properties=species:S:1:pos:R:3:forces:R:3 method="wB97M-V/def2-TZVPD" lumo_ev=0.6175 de_lowest_ev=1.666 molar_mass_da=149.017 orbital_gap_ev=10.185 homo_ev=-9.57
C 0.65546 0.17801 -0.08863 -0.259 -5.080 0.433
C -0.57102 -0.31413 0.80768 2.740 2.926 -1.420
H -0.13298 1.18104 -2.08360 -0.570 1.405 -0.137
H 1.27217 -0.79083 0.32487 0.117 3.302 -1.651
H 1.00080 1.10962 0.07791 1.320 2.972 1.077
F -0.16862 -0.38790 2.09804 -0.139 0.043 0.292
S 0.41086 0.02025 -1.93627 0.860 -1.078 1.346
Cl -1.86276 0.82701 0.68011 -1.080 -0.136 0.034
Cl -0.60391 -1.82307 0.11989 -2.989 -4.354 0.027


8
Properties=species:S:1:pos:R:3:forces:R:3 method="wB97M-V/def2-TZVPD" smiles=Cl[C@H]1N[C@@H]1Cl lumo_ev=0.9393 de_lowest_ev=1.788 molar_mass_da=111.959 orbital_gap_ev=9.864 homo_ev=-8.92
Cl -2.32223 -0.61561 -0.05809 -0.191 0.381 0.429
C -0.72158 -0.04668 -0.50655 0.665 -2.522 3.371
N -0.07320 0.91742 0.23238 -0.554 1.750 0.571
C 0.63334 -0.19476 0.66359 -1.889 -2.438 -0.892
Cl 2.09525 -0.65583 -0.21525 0.013 0.204 0.381
H -0.66238 -0.31120 -1.52327 1.249 0.115 -1.035
H 0.46575 1.49699 -0.34070 0.835 1.739 -0.688
H 0.58505 -0.59033 1.74789 -0.129 0.771 -2.138


8
Properties=species:S:1:pos:R:3:forces:R:3 method="wB97M-V/def2-TZVPD" smiles="C=NC(Cl)Cl" lumo_ev=0.6949 de_lowest_ev=0.537 molar_mass_da=111.959 orbital_gap_ev=11.570 homo_ev=-10.87
C 1.24286 -0.13970 0.50484 0.674 -1.954 0.188
N 0.45651 -0.74622 -0.26236 -2.167 2.554 -0.780
C -0.76895 0.04562 -0.58428 -0.113 -1.260 2.340
Cl -0.97276 1.76402 -0.06060 0.642 -0.515 -0.424
Cl -2.11862 -0.84579 0.19425 -0.114 -0.238 0.266
H 2.03617 -0.78422 0.76427 1.444 -0.249 0.525
H 1.17044 0.78115 1.01570 -0.478 1.249 0.067
H -1.04565 -0.07487 -1.57181 0.111 0.413 -2.183


9
Properties=species:S:1:pos:R:3:forces:R:3 method="wB97M-V/def2-TZVPD" lumo_ev="-4.0956 / -4.0985" de_lowest_ev=5.709 molar_mass_da=127.958 orbital_gap_ev="5.255 / 5.248" homo_ev="-9.35 / -9.35"
C -0.99984 -0.57027 0.00397 0.016 -0.405 -0.061
C -0.20763 0.68010 -0.01485 -1.405 -0.009 0.105
N 1.03648 0.72997 -0.06189 3.287 1.064 -0.055
O 2.02268 1.40249 -0.10235 -1.596 -1.000 0.057
Cl 2.82965 -1.80827 0.08376 -1.053 0.886 -0.069
Cl -1.08144 2.21123 0.05822 0.668 -0.681 -0.045
H -1.80640 -0.51111 -0.72287 0.011 0.085 -0.064
H -1.44126 -0.72230 0.98639 0.004 0.075 0.098
H -0.35224 -1.41185 -0.23038 0.068 -0.016 0.034


9
Properties=species:S:1:pos:R:3:forces:R:3 method="wB97M-V/def2-TZVPD" lumo_ev=0.3882 de_lowest_ev=3.884 molar_mass_da=127.958 orbital_gap_ev=9.129 homo_ev=-8.74
C 0.06066 -0.77320 0.08032 -2.874 2.931 -0.939
C 1.21512 0.05349 0.14404 0.605 1.875 -2.549
N -1.32087 0.46383 -0.55038 2.083 -0.766 0.823
O -0.28066 -1.85381 0.04682 -0.481 -2.533 0.380
Cl -1.41195 1.73405 0.65210 0.156 0.226 0.146
Cl -2.80059 -0.33199 -0.52324 -0.635 -0.784 -0.154
H 0.88960 1.13098 -0.00170 0.839 -1.402 0.324
H 1.75177 -0.32079 -0.77320 -0.245 0.691 0.559
H 1.89691 -0.10256 0.92524 0.552 -0.239 1.411


9
Properties=species:S:1:pos:R:3:forces:R:3 method="wB97M-V/def2-TZVPD" lumo_ev="-0.0960 / -0.0960" de_lowest_ev=2.132 molar_mass_da=144.026 orbital_gap_ev="8.679 / 8.677" homo_ev="-8.77 / -8.77"
C 0.95704 -0.11555 -0.43407 -5.854 0.848 7.723
C -1.46300 -0.23145 0.10535 2.169 -2.070 0.222
N -0.12454 -0.09007 0.60211 7.206 -0.216 -5.172
S 2.55100 0.38448 -0.03256 0.644 0.012 -0.007
Cl 0.83212 -0.45896 -2.03002 -0.487 -0.620 -2.071
Cl 2.37829 1.20727 1.78001 -0.077 -0.058 0.121
H -1.50721 -0.87032 -0.75686 -0.532 -0.722 -0.263
H -1.63984 0.71190 -0.20640 -1.758 3.183 -0.930
H -1.98385 -0.53730 0.97243 -1.311 -0.358 0.377


9
Properties=species:S:1:pos:R:3:forces:R:3 method="wB97M-V/def2-TZVPD" smiles=C[Si](Cl)(Cl)C#N lumo_ev=0.3542 de_lowest_ev=0.386 molar_mass_da=140.045 orbital_gap_ev=12.316 homo_ev=-11.96
C -1.23173 -0.39203 -0.05925 -0.059 -3.159 0.171
Si 0.63248 -0.33272 -0.08071 -0.095 2.495 0.054
Cl 1.47609 -1.35655 1.48608 -0.308 0.539 -0.414
Cl 1.47272 -1.04835 -1.79008 -0.153 0.230 0.195
C 1.14354 1.75462 0.06130 -0.652 -4.036 -0.065
N 1.62502 2.72826 0.42277 0.205 0.951 0.082
H -1.64738 -1.46855 -0.26763 1.060 1.793 0.352
H -1.65398 -0.12204 0.87833 0.200 -0.015 1.447
H -1.81676 0.23736 -0.65082 -0.200 1.203 -1.822


8
Properties=species:S:1:pos:R:3:forces:R:3 method="wB97M-V/def2-TZVPD" smiles="[H]/P=C/C(Cl)Cl" lumo_ev=-0.4219 de_lowest_ev=2.289 molar_mass_da=128.926 orbital_gap_ev=9.219 homo_ev=-9.64
H 2.45264 0.31760 -0.74222 0.705 -0.038 0.725
P 1.73651 0.61444 0.46323 0.055 -0.212 -1.208
C 0.49987 -0.27279 -0.21338 -1.696 -0.920 -0.453
C -0.97602 -0.07411 0.34820 3.227 1.116 0.939
Cl -1.42166 1.65913 0.05246 -0.369 -0.248 -0.275
Cl -2.10891 -1.17620 -0.31520 -0.493 -0.449 0.104
H 0.65124 -1.04132 -1.05877 -0.543 1.599 1.233
H -0.83366 -0.02676 1.46568 -0.885 -0.848 -1.065